{
  "formula": "C45H60AsF6MoNO2",
  "method": "ωB97M-V/def2-TZVPD",
  "orbital_gap_ev": [6.48, 5.12],
  "mol_weight_g_mol": 931.83,
  "total_charge": -1,
  "energy_ev": -132229.7541,
  "spin_multiplicity": 4,
  "elements": ["Mo", "C", "C", "C", "C", "C", "C", "C", "C", "C", "C", "H", "H", "H", "H", "H", "H", "H", "H", "H", "H", "H", "H", "H", "H", "H", "C", "C", "C", "C", "C", "C", "C", "N", "C", "C", "C", "C", "C", "C", "O", "C", "C", "C", "C", "C", "C", "C", "C", "C", "O", "C", "C", "C", "C", "C", "C", "H", "H", "H", "H", "H", "H", "H", "H", "H", "H", "H", "H", "H", "H", "H", "H", "H", "H", "H", "H", "H", "H", "H", "H", "H", "H", "H", "H", "H", "H", "H", "H", "H", "H", "H", "H", "H", "H", "H", "H", "C", "C", "C", "C", "C", "C", "C", "H", "H", "H", "H", "H", "F", "As", "F", "F", "F", "F", "F"],
  "xyz": [[0.284697, -0.455504, 0.362389], [0.242978, 2.025677, 2.049330], [-0.915135, 2.033849, 1.289826], [-1.530689, 0.733760, 1.388263], [-0.777592, -0.048522, 2.304183], [0.399382, 0.714244, 2.603930], [1.367954, 0.362144, 3.693938], [-1.272764, -1.197279, 3.132970], [-2.937245, 0.445281, 0.949659], [-1.451489, 3.170422, 0.482968], [1.167528, 3.184081, 2.265099], [2.297365, 0.923806, 3.593020], [1.610654, -0.700598, 3.675632], [0.937252, 0.595261, 4.673591], [-2.044300, -1.754786, 2.602937], [-1.703416, -0.825880, 4.068920], [-0.463796, -1.885692, 3.378890], [-3.099896, -0.624761, 0.825352], [-3.156036, 0.939305, 0.002206], [-3.645128, 0.813000, 1.700613], [-1.397014, 2.955219, -0.587445], [-0.883422, 4.080077, 0.675640], [-2.500514, 3.359345, 0.722939], [2.166155, 2.849526, 2.543348], [0.797325, 3.820044, 3.075127], [1.250904, 3.791849, 1.363953], [5.287343, -1.942774, -4.360989], [4.563038, -0.645112, -4.762694], [3.639601, -0.916285, -5.956609], [5.628240, 0.369008, -5.189838], [3.745156, -0.163247, -3.566827], [2.790571, -1.000532, -3.033104], [2.090429, -0.621853, -1.886739], [1.126075, -1.313258, -1.234676], [0.670129, -2.599226, -1.490786], [1.337978, -3.661983, -2.078685], [0.681856, -4.869669, -2.290236], [-0.663308, -4.950378, -1.944490], [-1.354829, -3.928937, -1.289286], [-0.637507, -2.773970, -0.961154], [-1.076797, -1.792356, -0.169493], [-2.834035, -4.052180, -0.928876], [-3.595263, -2.861500, -1.534383], [-3.459183, -5.336613, -1.478432], [-2.998036, -4.063796, 0.599894], [1.463101, -6.045910, -2.870113], [2.068279, -5.658658, -4.228258], [0.589356, -7.284698, -3.076274], [2.597710, -6.415082, -1.900028], [2.318477, 0.658785, -1.281700], [1.632656, 0.919364, -0.198681], [3.241808, 1.549461, -1.875667], [3.938920, 1.100529, -2.981730], [3.445649, 2.955658, -1.313692], [4.018046, 2.858810, 0.109891], [4.419069, 3.783103, -2.155660], [2.095741, 3.693386, -1.295277], [5.957761, -2.268679, -5.160853], [5.875305, -1.780072, -3.455395], [4.578022, -2.746945, -4.159451], [4.211033, -1.332945, -6.790455], [2.850724, -1.622497, -5.695983], [3.162997, 0.008289, -6.287025], [6.209367, -0.042889, -6.017193], [5.178999, 1.304916, -5.527369], [6.313690, 0.583808, -4.367520], [2.535283, -1.925568, -3.527284], [2.384519, -3.551891, -2.328708], [-1.200242, -5.861642, -2.165864], [-3.507156, -2.867446, -2.622401], [-4.655847, -2.915475, -1.272341], [-3.196973, -1.912368, -1.180620], [-3.355498, -5.395858, -2.564004], [-3.010537, -6.227158, -1.030868], [-4.524520, -5.341487, -1.239750], [-2.549409, -3.173740, 1.033442], [-4.057320, -4.097610, 0.869574], [-2.502153, -4.940497, 1.025016], [1.281303, -5.373663, -4.929232], [2.753943, -4.815403, -4.131105], [2.623903, -6.499922, -4.651666], [-0.225322, -7.083157, -3.774694], [1.197791, -8.091421, -3.490735], [0.165239, -7.633635, -2.132691], [3.268842, -5.570031, -1.739275], [2.185680, -6.706255, -0.931092], [3.182512, -7.251707, -2.293160], [4.649926, 1.775613, -3.430993], [5.006689, 2.390826, 0.091988], [4.115626, 3.856078, 0.547779], [3.361536, 2.264341, 0.740025], [5.413920, 3.331461, -2.184530], [4.052339, 3.901721, -3.177163], [4.513255, 4.776057, -1.711935], [1.369292, 3.158949, -0.686486], [2.223663, 4.702253, -0.891831], [1.692073, 3.766415, -2.304995], [1.629320, -1.516179, 1.261827], [2.897963, -2.065522, 1.181539], [4.003593, -1.182014, 0.995714], [5.278265, -1.668870, 0.823420], [5.521606, -3.042815, 0.831875], [4.458733, -3.922511, 1.024372], [3.173238, -3.458513, 1.205006], [3.802194, -0.117808, 0.972566], [6.097426, -0.975328, 0.672166], [6.525158, -3.421100, 0.685540], [4.645105, -4.990527, 1.028716], [2.344145, -4.145137, 1.324025], [-0.915504, 0.783139, -1.497692], [-1.353680, 1.198611, -3.171615], [0.226732, 0.742788, -3.702630], [-0.783999, 2.816713, -2.878739], [-1.820501, 1.632774, -4.786634], [-2.914859, 1.669327, -2.557460], [-1.916918, -0.419849, -3.398941]],
  "forces_ev_per_angstrom": [[0.064, 0.014, 1.706], [-0.097, -0.060, -0.176], [0.300, 0.016, -0.089], [-0.280, -0.393, 0.386], [-0.310, 0.443, 0.651], [-0.112, -0.223, 0.293], [-0.039, -0.022, -0.174], [0.058, -0.029, -0.226], [0.157, -0.004, -0.096], [0.077, -0.114, -0.069], [-0.070, -0.150, -0.084], [0.035, -0.045, 0.022], [0.016, 0.007, 0.020], [0.013, 0.022, 0.006], [0.017, -0.032, 0.030], [-0.022, -0.004, -0.001], [-0.015, -0.024, -0.016], [-0.010, 0.011, -0.035], [-0.025, -0.070, -0.025], [-0.005, 0.009, -0.007], [-0.026, 0.049, 0.091], [-0.030, 0.042, -0.009], [-0.007, 0.014, 0.004], [0.013, 0.029, -0.015], [0.023, 0.033, -0.008], [0.059, 0.035, 0.100], [-0.041, 0.073, -0.023], [0.119, -0.031, -0.032], [0.003, 0.011, 0.034], [-0.093, -0.050, 0.049], [-0.207, -0.337, 0.004], [0.194, 0.047, -0.355], [-0.445, -0.027, 0.321], [1.182, -0.193, -1.225], [-0.506, -0.297, 0.164], [0.094, 0.149, -0.073], [-0.034, 0.018, -0.026], [0.022, -0.053, -0.005], [-0.100, 0.100, 0.152], [0.538, -0.200, -0.196], [-0.801, -0.177, -0.317], [-0.093, 0.018, 0.088], [0.049, 0.017, 0.022], [0.062, 0.049, 0.022], [0.071, -0.001, -0.095], [0.088, -0.058, -0.035], [-0.039, -0.001, 0.049], [0.042, 0.068, 0.007], [-0.063, 0.008, -0.039], [-0.073, -0.122, -0.042], [0.780, 0.657, -0.709], [0.209, 0.187, -0.076], [-0.080, 0.254, 0.269], [-0.032, 0.048, 0.114], [-0.018, -0.074, -0.104], [-0.049, -0.080, 0.018], [0.054, -0.114, 0.015], [-0.022, -0.016, -0.005], [0.021, -0.035, -0.009], [0.010, -0.004, 0.005], [0.001, 0.010, -0.007], [0.004, 0.000, -0.028], [-0.026, -0.018, -0.004], [-0.001, 0.006, -0.010], [0.022, 0.010, 0.012], [0.032, 0.036, -0.032], [0.050, -0.027, 0.043], [0.010, -0.020, -0.009], [0.026, 0.044, 0.014], [-0.007, 0.005, -0.002], [0.002, -0.029, 0.013], [-0.004, -0.003, -0.017], [-0.019, -0.030, 0.005], [-0.021, -0.012, -0.034], [-0.010, -0.011, 0.002], [-0.024, 0.020, 0.032], [0.000, -0.004, -0.007], [-0.016, 0.007, 0.022], [0.011, 0.005, -0.006], [0.003, -0.004, -0.020], [0.012, 0.011, -0.002], [-0.017, -0.028, 0.017], [-0.005, -0.011, -0.004], [-0.026, -0.005, -0.019], [0.019, -0.015, 0.019], [0.020, 0.008, 0.004], [0.008, 0.009, -0.004], [0.019, -0.055, -0.023], [-0.012, 0.008, 0.003], [-0.009, -0.005, 0.007], [0.006, -0.009, 0.066], [-0.001, 0.037, -0.018], [0.042, 0.023, -0.015], [0.003, 0.009, -0.004], [-0.028, 0.038, -0.074], [0.019, 0.002, -0.005], [-0.050, 0.023, -0.023], [-1.185, 0.954, -0.271], [0.730, -0.270, 0.005], [-0.293, -0.059, 0.007], [0.117, -0.052, 0.013], [-0.039, 0.047, 0.000], [0.121, -0.108, 0.018], [-0.239, 0.204, 0.007], [0.046, 0.000, 0.001], [-0.005, -0.004, -0.005], [-0.005, -0.006, 0.006], [-0.025, 0.003, -0.014], [0.019, -0.021, 0.015], [0.215, -0.075, 0.069], [-0.452, 0.244, -0.240], [0.032, -0.020, 0.041], [0.059, -0.099, 0.025], [0.083, -0.086, 0.216], [0.104, -0.077, -0.067], [0.056, 0.009, 0.039]],
  "mulliken_spin": [0.646, -0.034, 0.097, 0.100, -0.021, 0.183, -0.024, 0.008, 0.014, -0.021, 0.019, 0.001, 0.006, -0.003, 0.005, -0.003, -0.002, -0.001, -0.001, 0.003, 0.006, -0.001, 0.004, 0.000, 0.005, -0.004, 0.003, -0.013, 0.001, 0.011, 0.027, -0.005, 0.102, 0.239, -0.040, 0.048, -0.031, 0.052, -0.006, 0.034, -0.072, -0.003, -0.003, 0.000, -0.005, -0.004, -0.001, 0.003, -0.002, 0.177, 0.177, 0.046, 0.082, 0.001, 0.011, -0.002, 0.007, 0.000, 0.001, -0.001, 0.000, 0.000, 0.001, 0.000, -0.001, -0.002, 0.012, 0.027, 0.009, 0.001, 0.000, 0.001, 0.000, 0.000, 0.000, 0.005, 0.000, 0.000, 0.000, 0.000, 0.000, 0.000, 0.000, 0.000, 0.002, 0.000, 0.000, 0.005, -0.001, 0.000, -0.001, 0.000, 0.000, 0.000, 0.011, 0.001, -0.003, 0.749, -0.079, 0.196, -0.116, 0.211, -0.112, 0.205, 0.041, -0.003, 0.019, -0.002, 0.006, -0.009, 0.003, 0.004, 0.000, 0.000, 0.000, 0.000]
}